67
Properties=species:S:1:pos:R:3 method="wB97M-V/def2-TZVPD" lumo_ev=-0.5 de_lowest_kj_mol=0.0 homo_ev=-8.22 gap_ev=7.71
Rh 0.682 0.509 0.589
I 0.880 0.954 3.155
C 2.938 0.628 3.057
C 3.675 0.605 4.203
C 5.078 0.485 4.113
C 5.672 0.412 2.888
C 4.909 0.440 1.694
C 5.547 0.378 0.433
C 4.801 0.398 -0.705
C 3.391 0.460 -0.638
C 2.707 0.521 0.551
C 3.492 0.531 1.754
H 3.201 0.690 5.172
H 5.670 0.460 5.017
H 6.749 0.333 2.806
H 6.628 0.315 0.396
H 5.283 0.353 -1.673
H 2.845 0.442 -1.572
Cl -0.002 4.368 -5.558
C 0.184 3.209 -4.279
C 0.303 1.850 -4.606
C 0.448 0.912 -3.623
Cl 0.602 -0.759 -4.043
C 0.470 1.257 -2.237
O 0.562 0.298 -1.391
C 0.370 2.645 -1.945
C 0.468 3.167 -0.609
O 0.634 2.540 0.441
C 0.224 3.601 -2.974
H 0.283 1.542 -5.642
H 0.407 4.256 -0.513
H 0.145 4.649 -2.714
I -0.837 -4.566 3.239
C 0.083 -3.597 1.652
C 0.565 -4.293 0.557
C 1.156 -3.577 -0.467
C 1.235 -2.201 -0.377
N 0.771 -1.537 0.685
C 0.203 -2.220 1.682
H 0.476 -5.370 0.504
H 1.540 -4.073 -1.346
H 1.650 -1.605 -1.172
H -0.175 -1.645 2.513
C -3.571 0.643 -2.410
C -4.106 -0.574 -1.665
C -3.720 -0.594 -0.175
C -4.229 -1.892 0.481
C -3.861 -2.018 1.954
C -4.408 0.567 0.509
O -5.611 0.719 0.504
N -3.585 1.440 1.167
C -2.202 1.333 1.324
O -1.658 2.129 2.079
N -1.521 0.377 0.638
C -2.191 -0.579 -0.081
O -1.600 -1.477 -0.659
H -3.862 0.612 -3.460
H -2.479 0.680 -2.372
H -3.961 1.574 -1.990
H -3.713 -1.489 -2.110
H -5.195 -0.606 -1.719
H -3.807 -2.721 -0.088
H -5.314 -1.912 0.361
H -2.778 -2.010 2.095
H -4.237 -2.953 2.368
H -4.284 -1.202 2.546
H -4.019 2.190 1.686